A 7-piece molecular cluster, C24H66ClN6O10 overall, computed with the ωB97M-V functional and the def2-TZVPD basis.

XYZ file:
```
107
Properties=species:S:1:pos:R:3
Cl -0.461 -0.546 -1.081
O 0.080 0.517 -1.906
O -1.888 -0.501 -1.160
O 0.047 -1.828 -1.582
O -0.057 -0.368 0.293
C -2.332 -4.144 -0.235
C -3.561 -3.755 0.613
C -3.241 -4.004 2.085
O -4.118 -3.284 2.934
C -3.765 -3.560 4.268
N -3.854 -2.318 0.386
H -2.226 -5.228 -0.302
H -1.463 -3.589 0.126
H -2.429 -3.721 -1.238
H -4.409 -4.366 0.293
H -2.223 -3.629 2.263
H -3.279 -5.081 2.300
H -4.403 -2.977 4.931
H -2.710 -3.411 4.507
H -4.040 -4.600 4.496
H -4.350 -2.373 -0.505
H -2.991 -1.872 0.080
C 6.709 -0.386 -1.382
C 5.614 -0.619 -0.351
C 4.750 -1.839 -0.672
O 3.832 -2.029 0.403
C 2.901 -3.046 0.116
N 6.228 -0.730 0.967
H 6.315 -0.251 -2.389
H 7.310 -1.306 -1.403
H 7.409 0.413 -1.148
H 4.975 0.268 -0.345
H 5.423 -2.713 -0.627
H 4.235 -1.927 -1.631
H 3.287 -4.065 0.184
H 2.354 -2.834 -0.811
H 2.076 -2.932 0.826
H 5.571 -1.094 1.648
H 6.972 -1.423 0.910
C -2.610 3.391 -2.145
C -1.364 3.769 -1.346
C -1.404 5.205 -0.807
O -0.165 5.475 -0.151
C 0.264 6.789 -0.410
N -1.217 2.870 -0.168
H -2.864 4.217 -2.816
H -3.467 3.141 -1.513
H -2.438 2.430 -2.635
H -0.535 3.657 -2.041
H -2.202 5.341 -0.067
H -1.569 5.970 -1.575
H 0.754 6.819 -1.392
H 1.058 7.101 0.270
H -0.496 7.574 -0.386
H -2.178 2.728 0.147
H -1.014 1.960 -0.585
C 3.339 0.265 -3.510
C 2.588 -0.095 -4.791
C 2.390 -1.608 -4.834
O 1.514 -1.995 -5.885
C 1.073 -3.316 -5.666
N 1.305 0.589 -4.886
H 3.533 1.339 -3.525
H 4.281 -0.295 -3.464
H 2.814 0.011 -2.588
H 3.202 0.122 -5.671
H 1.956 -1.973 -3.890
H 3.323 -2.189 -4.877
H 0.639 -3.437 -4.669
H 1.864 -4.071 -5.750
H 0.315 -3.549 -6.411
H 1.452 1.592 -4.851
H 0.806 0.350 -4.031
C -6.575 0.919 5.034
C -5.953 0.049 3.943
C -4.424 0.075 4.168
O -3.803 -0.492 3.051
C -2.396 -0.471 3.056
N -6.454 -1.326 3.902
H -6.366 0.514 6.027
H -7.656 1.034 4.919
H -6.171 1.932 4.966
H -6.161 0.504 2.971
H -4.170 -0.424 5.112
H -4.216 1.149 4.271
H -2.093 0.573 2.890
H -2.020 -1.033 2.204
H -1.944 -0.842 3.984
H -7.466 -1.218 4.029
H -6.235 -1.755 4.804
C 2.887 0.499 2.273
C 2.375 1.811 1.665
C 2.705 1.936 0.187
O 2.151 3.118 -0.327
C 2.529 3.309 -1.680
N 0.926 1.982 1.903
H 3.962 0.325 2.210
H 2.431 -0.397 1.846
H 2.565 0.512 3.318
H 2.838 2.677 2.152
H 2.325 1.031 -0.310
H 3.783 1.924 -0.025
H 2.441 4.358 -1.967
H 1.953 2.623 -2.299
H 3.623 3.185 -1.708
H 0.875 1.787 2.910
H 0.494 1.109 1.580
```

The calculation puts the energy relative to the best compared isomer or geometry (same formula, charge and spin) at 46.22 kcal/mol. The calculation puts the total energy at -67887.002 eV. The orbital gap is 0.3104 hartree. As for the charge: -1. The highest occupied orbital energy comes out at -5.7245 eV.

A 6-piece molecular cluster, C24H66N6O6 overall, computed with the ωB97M-V functional and the def2-TZVPD basis.

XYZ file:
```
102
Properties=species:S:1:pos:R:3
C -3.047 0.040 2.003
C -3.680 -1.376 1.801
C -2.638 -2.306 1.087
O -3.156 -3.641 0.809
C -2.293 -4.523 0.075
N -3.883 -1.898 3.094
H -2.284 0.028 2.781
H -3.782 0.764 2.355
H -2.442 0.406 1.173
H -4.591 -1.231 1.219
H -1.751 -2.279 1.719
H -2.266 -1.968 0.120
H -2.963 -5.308 -0.275
H -1.473 -4.819 0.729
H -1.992 -3.992 -0.828
H -4.446 -2.728 2.973
H -4.370 -1.246 3.692
C -2.334 3.594 3.101
C -3.054 2.823 4.306
C -2.550 3.393 5.665
O -1.259 2.956 5.926
C -0.624 3.529 7.046
N -4.421 3.133 4.111
H -1.248 3.663 3.038
H -2.689 4.624 3.069
H -2.535 3.264 2.082
H -2.852 1.760 4.173
H -3.193 3.200 6.524
H -2.407 4.473 5.652
H -1.250 3.527 7.938
H -0.329 4.558 6.842
H 0.287 3.040 7.393
H -5.061 2.965 4.874
H -4.499 4.113 3.876
C -2.920 5.460 -2.359
C -2.169 4.233 -1.901
C -0.746 4.232 -2.596
O -0.097 5.422 -2.113
C 1.215 5.597 -2.658
N -1.935 4.308 -0.507
H -3.932 5.412 -1.958
H -2.994 5.453 -3.447
H -2.434 6.390 -2.063
H -2.719 3.327 -2.156
H -0.822 4.149 -3.680
H -0.189 3.347 -2.287
H 1.764 6.477 -2.322
H 1.220 5.471 -3.740
H 1.799 4.756 -2.285
H -1.624 3.380 -0.256
H -0.974 4.616 -0.533
C 1.308 2.650 1.084
C 0.958 1.730 -0.046
C 1.599 0.327 0.142
O 0.873 -0.496 1.067
C 1.195 -0.427 2.442
N -0.507 1.776 -0.258
H 0.576 2.758 1.885
H 1.372 3.676 0.721
H 2.352 2.553 1.381
H 1.493 2.023 -0.950
H 2.655 0.441 0.384
H 1.473 -0.135 -0.838
H 0.615 -1.271 2.816
H 0.876 0.532 2.849
H 2.256 -0.555 2.657
H -0.810 1.700 0.702
H -0.712 0.846 -0.594
C 5.666 -1.429 -3.097
C 4.645 -2.504 -2.677
C 5.051 -3.979 -2.820
O 5.261 -4.096 -4.238
C 4.180 -4.169 -5.055
N 4.301 -2.312 -1.273
H 5.509 -0.461 -2.620
H 5.716 -1.436 -4.186
H 6.620 -1.735 -2.669
H 3.688 -2.211 -3.108
H 4.339 -4.646 -2.335
H 5.950 -4.248 -2.266
H 4.301 -3.639 -6.000
H 3.337 -3.672 -4.576
H 4.066 -5.223 -5.308
H 4.038 -1.337 -1.228
H 3.417 -2.746 -1.049
C 0.683 -2.532 -2.314
C 0.878 -3.606 -1.333
C 1.091 -4.965 -1.929
O -0.098 -5.682 -1.980
C -0.355 -6.335 -3.187
N 1.885 -3.139 -0.391
H 1.506 -2.412 -3.018
H 0.483 -1.529 -1.937
H -0.186 -2.890 -2.867
H -0.068 -3.621 -0.792
H 1.838 -5.584 -1.431
H 1.541 -5.002 -2.921
H -0.927 -5.608 -3.764
H -1.071 -7.149 -3.074
H 0.523 -6.792 -3.643
H 1.537 -2.260 -0.036
H 1.718 -3.751 0.394
```

The calculation puts the energy relative to the best compared isomer or geometry (same formula, charge and spin) at 33.95 kcal/mol. The calculation puts the total energy at -47168.686 eV. Its spin multiplicity is 2. The orbital gap (spin up / spin down) is 0.2928 / 0.1018 hartree. As for the charge: +1. The highest occupied orbital energy (spin up / spin down) comes out at -10.5762 / -10.5762 eV.

A 5-piece molecular cluster, C24H66N9O9P3 overall, computed with the ωB97M-V functional and the def2-TZVPD basis.

XYZ file:
```
111
Properties=species:S:1:pos:R:3
C -1.256 3.283 2.277
N -2.349 2.731 1.602
C -3.527 3.005 2.308
P -2.309 2.008 0.018
O -3.509 1.311 -0.466
N -1.864 3.383 -0.986
C -2.824 3.925 -1.919
C -0.616 4.139 -0.848
N -0.872 0.989 0.099
C -0.699 -0.073 1.034
C -0.149 0.744 -1.149
H -1.272 4.371 2.203
H -0.336 2.937 1.808
H -1.195 3.033 3.336
H -3.639 4.018 2.694
H -3.733 2.238 3.055
H -4.340 2.869 1.594
H -3.392 4.706 -1.415
H -2.345 4.300 -2.823
H -3.594 3.217 -2.226
H -0.649 4.892 -0.061
H 0.112 3.376 -0.573
H -0.334 4.730 -1.719
H 0.391 -0.050 1.052
H -1.209 0.130 1.976
H -0.983 -1.050 0.642
H -0.515 -0.224 -1.493
H 0.930 0.644 -1.024
H -0.383 1.475 -1.923
C 2.684 -1.014 4.354
N 3.610 -0.307 3.502
C 3.829 -0.908 2.169
P 4.415 1.092 4.131
O 4.506 1.079 5.586
N 5.906 1.245 3.352
C 6.749 0.208 2.836
C 6.622 2.525 3.433
N 3.380 2.383 3.497
C 2.281 2.899 4.278
C 3.319 2.843 2.109
H 2.335 -0.517 5.259
H 3.120 -2.002 4.500
H 1.779 -1.180 3.769
H 4.571 -1.687 1.995
H 3.927 -0.066 1.484
H 2.929 -1.455 1.888
H 6.652 0.206 1.750
H 7.801 0.464 2.964
H 6.518 -0.805 3.165
H 6.743 3.048 2.484
H 6.108 3.190 4.127
H 7.609 2.447 3.890
H 1.570 2.102 4.492
H 2.544 3.182 5.297
H 1.653 3.640 3.783
H 2.695 2.200 1.488
H 4.353 2.897 1.769
H 2.912 3.850 2.014
C -6.561 -5.076 -2.647
N -5.992 -4.087 -1.734
C -6.992 -3.032 -1.300
P -4.283 -3.988 -1.456
O -3.600 -5.296 -1.347
N -3.827 -3.031 -2.830
C -4.515 -1.911 -3.510
C -2.523 -3.304 -3.420
N -4.264 -2.944 -0.024
C -4.018 -3.536 1.367
C -3.989 -1.481 -0.162
H -6.184 -6.086 -2.486
H -6.405 -4.765 -3.681
H -7.636 -5.039 -2.469
H -7.877 -3.500 -0.868
H -7.281 -2.419 -2.154
H -6.657 -2.441 -0.447
H -4.173 -0.925 -3.197
H -4.562 -2.087 -4.585
H -5.594 -1.879 -3.363
H -2.365 -2.871 -4.408
H -1.639 -3.054 -2.833
H -2.576 -4.371 -3.636
H -4.305 -2.916 2.217
H -4.619 -4.437 1.491
H -2.944 -3.615 1.536
H -2.946 -1.429 -0.473
H -4.050 -1.009 0.819
H -4.555 -1.082 -1.003
C 3.372 4.173 -1.972
O 3.990 2.944 -1.521
C 3.509 1.809 -2.023
O 2.652 1.669 -2.909
O 3.948 0.774 -1.215
C 3.959 -0.489 -1.684
H 2.322 4.112 -1.687
H 3.427 4.145 -3.060
H 3.937 4.992 -1.526
H 3.230 -1.179 -1.258
H 4.970 -0.886 -1.590
H 3.880 -0.528 -2.771
C 1.653 -1.878 -4.889
O 0.965 -1.992 -3.676
C 1.535 -2.743 -2.784
O 2.569 -3.414 -2.893
O 0.731 -2.666 -1.657
C 1.033 -3.409 -0.483
H 0.983 -1.354 -5.570
H 1.804 -2.823 -5.410
H 2.640 -1.431 -4.769
H 1.876 -2.963 0.046
H 1.147 -4.473 -0.686
H 0.147 -3.394 0.151
```

The calculation puts the total energy at -85663.595 eV. The SMILES is CN(C)P(=O)(N(C)C)N(C)C.CN(C)P(=O)(N(C)C)N(C)C.CN(C)P(=O)(N(C)C)N(C)C.COC(=O)OC.COC(=O)OC. The orbital gap is 0.3125 hartree. The highest occupied orbital energy comes out at -8.0745 eV.

C24H67CuN5O11 as an isolated structure, computed with the ωB97M-V functional and the def2-TZVPD basis.

XYZ file:
```
108
Properties=species:S:1:pos:R:3
Cu -0.446 1.236 0.057
C 0.344 -1.142 -0.458
O 1.008 -1.895 -1.182
O -0.775 -0.693 -0.755
O 0.830 -0.503 0.467
C -1.648 -3.871 -1.774
O -2.357 -2.618 -1.889
H -0.584 -3.994 -1.974
H -1.803 -4.203 -0.748
H -2.144 -4.694 -2.288
H -1.731 -1.909 -1.726
C 2.145 -2.572 3.054
O 1.137 -1.595 3.264
H 1.749 -3.419 2.494
H 3.111 -2.268 2.650
H 2.341 -2.996 4.040
H 1.061 -1.044 2.482
C 0.488 -0.887 -4.285
O 1.771 -1.141 -3.706
H -0.281 -1.583 -3.950
H 0.115 0.096 -3.996
H 0.514 -0.795 -5.371
H 1.562 -1.576 -2.876
C -3.215 1.031 3.713
C -2.199 1.559 2.689
C -0.680 1.409 3.181
O 0.328 1.882 2.220
C 1.655 1.758 2.669
N -2.152 0.788 1.494
H -3.235 -0.023 3.988
H -4.235 1.096 3.334
H -3.217 1.493 4.700
H -2.353 2.621 2.497
H -0.489 0.400 3.546
H -0.488 1.867 4.151
H 2.046 2.679 3.102
H 2.133 1.514 1.720
H 1.869 0.867 3.259
H -3.113 0.910 1.207
H -2.186 -0.192 1.737
C 5.886 -0.019 -1.523
C 4.723 -0.957 -1.177
C 4.888 -1.643 0.187
O 6.197 -2.201 0.481
C 6.412 -3.469 -0.206
N 3.504 -0.172 -1.118
H 6.311 0.483 -0.654
H 5.726 0.779 -2.249
H 6.722 -0.663 -1.795
H 4.685 -1.721 -1.953
H 4.150 -2.443 0.252
H 4.601 -0.953 0.980
H 6.662 -3.325 -1.257
H 5.476 -4.018 -0.094
H 7.332 -3.866 0.223
H 2.688 -0.749 -0.974
H 3.403 0.114 -2.082
C -3.194 1.073 -2.641
C -1.918 1.863 -2.451
C -1.561 2.757 -3.655
O -0.300 3.361 -3.353
C -0.041 4.612 -4.062
N -2.045 2.562 -1.116
H -3.043 0.351 -3.444
H -4.111 1.639 -2.805
H -3.345 0.424 -1.779
H -1.052 1.201 -2.417
H -2.426 3.413 -3.752
H -1.678 2.155 -4.556
H -0.785 5.357 -3.780
H -0.124 4.502 -5.143
H 0.925 4.942 -3.677
H -3.026 2.636 -0.884
H -1.878 3.553 -1.218
C 3.044 3.488 -1.635
C 1.850 3.080 -0.728
C 1.000 4.265 -0.183
O -0.144 3.804 0.590
C -0.900 4.905 1.179
N 1.072 2.037 -1.394
H 3.357 2.712 -2.333
H 3.839 4.034 -1.129
H 2.762 4.201 -2.410
H 2.253 2.363 -0.012
H 0.539 4.796 -1.015
H 1.696 4.836 0.431
H -1.163 5.559 0.348
H -0.243 5.484 1.827
H -1.837 4.643 1.670
H 0.719 2.382 -2.275
H 1.684 1.356 -1.820
C -1.972 -3.592 3.163
C -2.932 -3.427 1.968
C -4.437 -3.438 2.476
O -4.844 -4.780 2.934
C -6.295 -4.988 2.981
N -2.704 -2.225 1.176
H -0.935 -3.750 2.865
H -2.237 -4.558 3.595
H -2.100 -2.819 3.920
H -2.756 -4.399 1.508
H -5.137 -3.082 1.720
H -4.565 -2.668 3.237
H -6.397 -5.937 3.508
H -6.668 -5.028 1.958
H -6.838 -4.275 3.601
H -3.457 -1.804 0.650
H -1.892 -2.346 0.589
```

The calculation puts the total energy at -100581.243 eV. Its spin multiplicity is 2. The orbital gap (spin up / spin down) is 0.3034 / 0.2620 hartree. The highest occupied orbital energy (spin up / spin down) comes out at -8.2771 / -8.0047 eV.